21
Properties=species:S:1:pos:R:3:forces:R:3:lowdin_charge:R:1 method="wB97M-V/def2-TZVPD" e_lumo_ev=0.5 homo_lumo_gap_ev=8.857 homo_ev=-8.402 e_tot_ha=-366.16697 largest_force_ha_per_bohr=0.122
C 0.205 -0.434 -1.269 3.0 0.4 2.4 -0.14
C -0.939 -1.391 -1.300 -0.1 1.4 0.6 -0.14
C -2.228 -0.879 -0.770 -1.9 3.9 -3.2 -0.32
O -2.447 0.227 -0.275 0.6 -1.7 -0.1 0.01
C 0.940 -0.555 0.085 -1.7 3.4 5.0 -0.24
N 1.881 0.144 0.698 -0.3 -3.1 -2.7 -0.02
C 3.049 0.331 -0.192 -0.9 0.7 -2.1 -0.16
C -1.296 1.637 2.072 -3.5 -0.5 -1.0 -0.06
H 0.117 0.646 -1.522 -0.1 -1.0 0.0 0.15
H 1.314 -0.767 -1.296 -0.9 -0.9 -3.4 0.12
H -0.939 -1.937 -2.251 -0.8 -0.9 1.1 0.13
H -1.236 -1.762 -0.216 2.4 -2.2 -0.8 0.16
H -3.075 -1.487 -1.112 -0.1 -0.6 0.7 0.13
H 0.401 -1.204 0.789 -0.2 0.0 0.0 0.11
H -1.970 0.771 1.808 1.1 0.4 0.6 0.01
H 3.363 -0.681 -0.478 0.9 0.1 1.0 0.07
H 2.825 0.614 -1.278 0.1 0.9 1.3 0.08
H 3.804 0.980 0.253 0.0 -0.4 -0.2 0.07
H -0.429 1.594 1.436 0.6 0.1 0.6 -0.01
H -1.340 1.758 3.152 1.0 0.0 -0.1 0.01
H -2.001 2.395 1.666 0.8 0.2 0.2 0.02

***

21
Properties=species:S:1:pos:R:3:forces:R:3:lowdin_charge:R:1 method="wB97M-V/def2-TZVPD" e_lumo_ev=1.0 homo_lumo_gap_ev=9.927 homo_ev=-8.972 e_tot_ha=-366.31208 smiles="C=CC(C)(C)NOC" largest_force_ha_per_bohr=0.010
C -0.837 -1.913 -0.721 0.0 -0.2 -0.1 0.02
C -0.114 -0.827 -0.921 0.0 0.1 0.1 -0.15
C -0.320 0.528 -0.283 -0.2 -0.1 0.1 -0.58
C -1.325 0.516 0.867 0.2 -0.1 -0.2 -0.04
C -0.799 1.486 -1.386 0.1 -0.2 0.3 -0.03
N 0.930 1.117 0.218 0.2 0.4 -0.3 -0.02
O 1.405 0.622 1.440 -0.1 0.2 0.2 -0.19
C 1.982 -0.666 1.411 -0.1 -0.3 -0.2 -0.10
H -0.625 -2.835 -1.238 0.1 -0.1 -0.1 0.06
H -1.668 -1.936 -0.039 -0.2 0.1 0.2 0.06
H 0.709 -0.855 -1.628 0.1 -0.1 -0.1 0.11
H -2.335 0.404 0.483 -0.1 -0.1 0.0 0.09
H -1.248 1.457 1.405 0.0 0.1 0.0 0.09
H -1.113 -0.289 1.566 0.0 0.0 0.1 0.08
H -1.654 1.056 -1.898 -0.1 0.0 -0.1 0.09
H -1.082 2.439 -0.953 0.0 0.2 0.1 0.08
H -0.008 1.657 -2.112 0.1 0.0 -0.2 0.08
H 1.671 1.026 -0.480 0.0 -0.1 0.2 0.12
H 2.758 -0.737 0.637 0.0 0.0 0.0 0.09
H 2.437 -0.799 2.390 0.0 0.0 0.0 0.09
H 1.236 -1.451 1.242 0.1 0.1 0.0 0.07

***

21
Properties=species:S:1:pos:R:3:forces:R:3:lowdin_charge:R:1 method="wB97M-V/def2-TZVPD" e_lumo_ev=-2.6 homo_lumo_gap_ev=4.208 homo_ev=-6.789 e_tot_ha=-366.13938 largest_force_ha_per_bohr=0.078
O -0.129 -0.720 1.242 3.8 -1.2 0.0 -0.03
C 0.554 -0.960 0.018 0.0 -0.8 0.1 -0.36
C 2.023 -0.685 0.336 -0.6 0.6 -0.1 -0.33
C -0.020 -0.210 -1.208 0.6 -1.7 1.3 -0.16
C -0.603 1.083 -0.847 -0.6 1.7 0.5 -0.22
C -2.083 0.958 -0.455 0.3 0.1 0.0 -0.23
C -2.180 0.216 0.841 -2.2 0.7 -0.4 0.00
N 2.466 0.505 -0.158 -0.1 0.8 -0.6 0.09
H 0.450 -2.026 -0.183 0.1 -0.2 -0.1 0.13
H 2.094 -0.794 1.440 0.4 -0.2 0.3 0.14
H 0.717 -0.195 -1.982 0.5 0.1 -0.4 0.11
H -0.799 -0.885 -1.466 -0.9 -0.5 -1.0 0.10
H -0.115 1.456 0.057 0.4 0.3 -0.2 0.12
H -0.456 1.847 -1.607 -0.1 0.0 -0.1 0.12
H -2.666 0.437 -1.200 0.0 -0.2 -0.5 0.10
H -2.479 1.962 -0.388 -0.3 0.4 0.3 0.11
H -1.027 -0.249 1.064 -1.3 0.5 -0.1 -0.07
H -2.844 -0.641 0.867 0.1 -0.1 0.0 0.09
H -2.248 0.787 1.753 0.1 0.3 0.2 0.09
H 3.393 0.733 0.168 0.2 0.1 0.5 0.03
H 2.633 -1.480 -0.123 -0.2 -0.6 0.1 0.15

***

21
Properties=species:S:1:pos:R:3:forces:R:3:lowdin_charge:R:1 method="wB97M-V/def2-TZVPD" e_lumo_ev=1.0 homo_lumo_gap_ev=8.455 homo_ev=-7.469 e_tot_ha=-366.36123 largest_force_ha_per_bohr=0.056
C 1.397 -1.531 1.221 0.4 0.6 0.5 -0.07
C 0.662 -0.249 0.995 -1.0 1.1 -1.7 -0.31
C -0.346 0.258 1.733 1.0 -2.3 1.5 -0.15
N -0.624 -0.375 2.963 0.2 0.6 -0.2 0.04
C 0.855 0.444 -0.373 -1.2 -0.1 0.9 -0.18
C -0.319 0.156 -1.333 0.6 -0.1 -0.8 -0.19
C -0.637 1.307 -2.329 0.3 -1.4 0.8 -0.27
O -1.981 1.183 -2.760 -0.2 0.1 -0.8 -0.08
H 2.214 -1.397 1.934 0.1 0.0 0.2 0.08
H 0.788 -2.332 1.638 -0.1 -0.2 -0.3 0.07
H 1.888 -1.786 0.284 -0.2 -0.5 0.0 0.07
H -0.992 1.089 1.504 0.2 0.2 -0.3 0.12
H -0.158 -1.244 3.130 0.0 -0.2 0.0 0.05
H -1.491 -0.284 3.444 -0.4 0.2 -0.1 0.07
H 0.773 1.490 -0.101 0.6 0.5 -0.4 0.09
H 1.795 0.199 -0.870 0.1 0.3 0.3 0.11
H -0.026 -0.729 -1.912 -0.2 0.0 -0.2 0.11
H -1.238 -0.146 -0.841 0.0 0.3 0.4 0.10
H 0.129 1.231 -3.114 -0.4 0.4 -0.3 0.12
H -0.582 2.284 -1.853 0.1 0.0 0.1 0.11
H -2.106 0.431 -3.359 0.3 0.3 0.3 0.09

***

21
Properties=species:S:1:pos:R:3:forces:R:3:lowdin_charge:R:1 method="wB97M-V/def2-TZVPD" e_lumo_ev=0.9 homo_lumo_gap_ev=10.591 homo_ev=-9.693 e_tot_ha=-366.39882 smiles="CC(C)CCNC=O" largest_force_ha_per_bohr=0.043
C -2.318 -0.459 1.152 -2.2 0.4 0.0 -0.10
C -0.870 -0.098 0.975 1.2 0.1 -1.2 -0.43
C 0.075 -0.883 1.900 -1.1 -0.1 1.3 -0.08
C -0.427 -0.160 -0.532 0.0 0.7 1.3 -0.15
C 0.648 0.921 -0.786 -0.7 -1.0 0.2 -0.21
N 1.246 0.835 -2.104 1.1 -0.3 1.1 0.03
C 2.579 0.551 -2.221 -0.2 0.2 -0.5 -0.37
O 3.188 0.521 -3.262 0.0 -0.1 -0.4 0.01
H -2.641 -1.499 1.169 0.8 -0.5 0.1 0.08
H -2.818 -0.018 2.024 0.6 -0.1 0.3 0.08
H -2.981 -0.083 0.356 0.6 0.3 -0.2 0.07
H -0.723 0.958 1.231 -0.4 0.0 0.2 0.12
H -0.311 -1.878 2.143 0.0 -0.1 -0.5 0.07
H -0.021 -0.382 2.871 0.5 0.0 0.0 0.08
H 1.127 -1.004 1.655 0.0 0.4 -0.4 0.07
H 0.082 -1.114 -0.650 -0.4 -0.2 -0.7 0.11
H -1.323 -0.003 -1.128 0.2 -0.4 -0.4 0.10
H 0.322 1.937 -0.567 -0.3 0.0 -0.1 0.12
H 1.364 0.656 -0.004 0.6 0.4 -0.4 0.11
H 0.694 0.857 -2.944 0.0 0.1 0.0 0.14
H 3.109 0.346 -1.276 -0.4 0.1 0.2 0.13

***

21
Properties=species:S:1:pos:R:3:forces:R:3:lowdin_charge:R:1 method="wB97M-V/def2-TZVPD" e_lumo_ev=1.0 homo_lumo_gap_ev=9.820 homo_ev=-8.786 e_tot_ha=-366.38291 smiles="CCN[C@@H](C=O)CC" largest_force_ha_per_bohr=0.025
C 0.947 -2.199 1.883 -0.3 -0.3 -0.2 -0.09
C 1.162 -0.767 1.414 -0.1 0.0 0.2 -0.27
N 0.054 -0.286 0.588 0.2 -0.2 0.3 -0.03
C 0.407 0.554 -0.526 -0.9 0.2 -0.9 -0.34
C 0.212 -0.162 -1.854 0.3 0.3 0.2 -0.23
O -0.379 -1.200 -1.977 0.0 -0.2 -0.1 0.06
C -0.524 1.807 -0.602 0.5 0.0 0.6 -0.21
C -1.965 1.516 -1.002 0.2 0.0 0.0 -0.10
H 0.277 -2.261 2.734 -0.1 0.1 0.2 0.07
H 0.485 -2.830 1.116 0.2 0.2 -0.2 0.07
H 1.885 -2.670 2.152 0.2 0.0 0.2 0.07
H 1.260 -0.134 2.299 0.1 0.1 0.0 0.11
H 2.116 -0.700 0.887 0.1 0.0 -0.2 0.10
H -0.473 -1.080 0.246 0.0 0.0 -0.1 0.09
H 1.433 0.932 -0.537 0.1 -0.2 0.5 0.14
H 0.623 0.382 -2.728 -0.1 -0.1 -0.1 0.13
H -0.064 2.579 -1.223 -0.1 0.0 -0.2 0.10
H -0.494 2.195 0.422 -0.1 0.0 -0.1 0.11
H -2.083 1.476 -2.088 -0.1 0.1 0.1 0.07
H -2.279 0.543 -0.612 -0.1 0.2 0.1 0.08
H -2.601 2.304 -0.593 -0.1 -0.2 -0.2 0.07

***

21
Properties=species:S:1:pos:R:3:forces:R:3:lowdin_charge:R:1 method="wB97M-V/def2-TZVPD" e_lumo_ev=0.8 homo_lumo_gap_ev=9.878 homo_ev=-9.059 e_tot_ha=-366.33441 smiles="C=NC(=C)CCC.O" largest_force_ha_per_bohr=0.042
C -1.263 -0.277 -1.219 1.5 0.8 1.1 -0.06
N -0.320 -1.004 -0.713 -1.6 1.3 -0.4 0.03
C 0.278 -0.460 0.477 0.5 -0.5 0.6 -0.39
C 0.804 -1.327 1.343 0.5 -0.2 0.6 0.05
C 0.423 1.018 0.798 0.8 0.1 -0.7 -0.17
C 1.823 1.464 0.300 0.2 -0.3 -1.3 -0.23
C 1.823 1.572 -1.247 0.4 -1.3 -0.4 -0.11
H -1.984 -0.606 -1.959 0.6 -0.4 -0.4 0.07
H -1.426 0.782 -0.874 -0.1 -1.1 -0.4 0.09
H 0.989 -2.380 1.179 -0.5 -0.1 -0.4 0.06
H 1.185 -0.989 2.311 -0.1 0.2 -0.4 0.07
H 0.297 1.288 1.844 -0.1 -0.5 0.1 0.12
H -0.324 1.562 0.254 -0.3 0.6 -0.1 0.07
H 2.578 0.743 0.611 -0.1 -0.1 0.1 0.10
H 2.173 2.422 0.654 -0.4 0.4 0.5 0.09
H 1.758 0.586 -1.767 0.1 0.4 0.7 0.07
H 0.900 2.050 -1.524 -0.2 0.7 -0.4 0.05
H 2.706 2.047 -1.719 -0.5 0.1 0.6 0.07
O -3.074 -1.136 0.359 -0.6 0.0 0.1 -0.07
H -3.199 -1.514 -0.523 0.1 -0.1 0.5 0.03
H -2.357 -1.628 0.775 0.0 0.0 -0.2 0.04

***

21
Properties=species:S:1:pos:R:3:forces:R:3:lowdin_charge:R:1 method="wB97M-V/def2-TZVPD" e_lumo_ev=0.8 homo_lumo_gap_ev=9.559 homo_ev=-8.772 e_tot_ha=-366.37691 smiles="C/C=C/C.CC(N)=O" largest_force_ha_per_bohr=0.067
C 1.707 -0.897 1.219 0.5 0.0 0.3 -0.11
C 0.822 0.313 1.181 0.2 0.8 0.7 -0.19
C 1.140 1.493 1.735 -0.8 -1.1 -0.6 -0.18
C 0.272 2.712 1.716 -1.5 -0.8 -0.5 -0.11
H 1.219 -1.842 1.516 0.0 0.5 0.0 0.07
H 2.131 -1.054 0.241 0.0 -0.2 -0.7 0.06
H 2.598 -0.731 1.848 -0.5 0.0 0.1 0.07
H -0.100 0.256 0.623 -0.1 -0.1 0.0 0.06
H 2.088 1.552 2.215 0.7 0.2 0.5 0.08
H -0.781 2.440 1.396 1.2 0.3 0.0 0.09
H 0.650 3.481 1.056 0.1 0.3 -0.1 0.06
H 0.126 3.123 2.701 0.3 0.3 0.5 0.06
C -1.505 -1.702 -0.940 0.4 -0.7 -0.7 -0.02
C -0.871 -0.805 -2.009 -0.1 1.1 1.6 -0.48
N -1.752 -0.659 -3.179 2.2 -1.7 0.8 0.10
O 0.140 -0.131 -1.748 -2.5 -1.6 -1.7 0.04
H -2.595 -1.604 -0.961 0.2 0.1 0.0 0.08
H -1.111 -1.458 0.049 0.0 -0.2 -0.3 0.06
H -1.272 -2.769 -1.189 -0.1 0.7 0.3 0.09
H -1.762 -1.568 -3.703 -0.6 0.7 1.0 0.11
H -1.145 -0.148 -3.766 0.5 1.5 -1.2 0.05

***

21
Properties=species:S:1:pos:R:3:forces:R:3:lowdin_charge:R:1 method="wB97M-V/def2-TZVPD" e_lumo_ev=0.9 homo_lumo_gap_ev=10.197 homo_ev=-9.283 e_tot_ha=-366.33218 largest_force_ha_per_bohr=0.082
C -0.121 -1.506 1.930 -0.8 0.3 -2.2 -0.05
C 0.523 -0.494 0.923 0.0 -1.5 3.0 -0.31
C 0.320 1.104 -0.258 1.4 0.2 -3.5 -0.38
C -0.574 2.169 -0.846 -0.7 -1.2 -0.9 -0.04
C -0.103 -0.440 -0.495 2.9 2.8 1.0 -0.54
C 0.466 -1.156 -1.656 1.7 0.5 -1.1 -0.01
H 0.282 -1.409 2.911 0.3 0.3 0.8 0.04
H 0.253 -2.514 1.528 -1.4 1.0 0.7 0.10
H -1.263 -1.259 1.948 2.1 -1.2 0.0 0.11
H 1.611 -0.634 1.064 -0.2 0.0 -1.0 0.14
H 0.925 1.463 1.600 -0.1 0.0 0.6 0.11
H 1.459 1.216 -0.554 -2.0 -0.3 0.2 0.17
H -1.327 1.595 -1.461 0.4 0.9 0.5 0.10
H -0.148 2.933 -1.494 0.2 0.0 0.3 0.07
H -1.038 2.544 0.047 -0.7 0.9 -0.1 0.07
H 0.148 -0.824 -2.648 -1.0 0.3 0.3 0.08
H 1.579 -0.941 -1.829 -1.3 -1.1 1.1 0.11
H 0.098 -2.159 -1.529 0.7 -0.9 -0.4 0.08
H -1.840 0.050 0.089 0.1 -0.7 -0.2 0.12
N 0.185 0.951 1.140 0.3 -1.1 1.0 0.02
O -1.436 -0.691 -0.411 -2.0 0.8 0.0 0.01

***

21
Properties=species:S:1:pos:R:3:forces:R:3:lowdin_charge:R:1 method="wB97M-V/def2-TZVPD" e_lumo_ev=1.0 homo_lumo_gap_ev=10.301 homo_ev=-9.316 e_tot_ha=-366.37683 smiles=CC(C)(O)[C@@]1(C)CN1 largest_force_ha_per_bohr=0.018
C 0.251 -0.465 -1.764 -0.2 0.2 0.3 -0.01
C -0.020 0.510 -0.608 0.7 -0.2 -0.1 -0.56
C 1.151 1.486 -0.464 -0.4 -0.1 0.1 -0.03
O -1.216 1.235 -0.861 -0.2 0.2 0.0 -0.02
C -0.262 -0.273 0.692 -0.3 -0.2 -0.3 -0.46
C -1.636 -0.903 0.791 0.2 0.2 0.0 -0.01
C 0.860 -0.966 1.365 0.1 -0.3 -0.1 -0.11
N 0.338 0.278 1.887 0.0 0.7 0.6 0.06
H 1.082 -1.120 -1.522 0.1 -0.1 0.0 0.08
H 0.492 0.087 -2.670 0.0 0.0 -0.1 0.08
H -0.632 -1.070 -1.957 -0.1 -0.1 0.0 0.08
H 1.238 2.090 -1.367 0.0 0.0 -0.1 0.08
H 0.977 2.135 0.389 0.0 0.1 0.0 0.08
H 2.084 0.956 -0.313 0.2 0.0 0.0 0.08
H -1.057 1.819 -1.610 0.0 0.0 0.0 0.10
H -2.399 -0.141 0.654 -0.1 0.0 0.0 0.08
H -1.769 -1.370 1.766 0.0 -0.1 0.1 0.08
H -1.763 -1.664 0.024 -0.1 -0.1 -0.1 0.08
H 0.653 -1.897 1.883 -0.1 0.0 0.0 0.11
H 1.863 -0.902 0.966 0.1 0.0 0.0 0.10
H -0.236 0.178 2.718 0.0 -0.2 -0.2 0.10